Computed, not measured: 2 unconnected molecules or ions with the total composition C5H10O in a non-equilibrium geometry, with wB97M-V/def2-TZVPD.

DFT total energy	-7390.8639	eV

Last column: natural (NBO) charge in e.
Cartesian coordinates (Å):
O: 0.6945 1.6363 -0.7181  -0.5328
C: 0.8041 0.4734 -0.3977  0.5644
C: -1.9574 0.7682 -0.9957  -0.5904
C: -0.6869 -0.5568 1.3659  -0.6307
C: 2.1594 -0.1765 -0.2320  -0.7174
C: -0.3948 -0.3700 -0.1301  -0.3149
H: 0.1573 -1.0324 1.8926  0.2170
H: -0.2623 -1.3883 -0.5659  0.2163
H: 2.9219 0.6000 -0.2858  0.2396
H: -1.5607 -1.1970 1.5460  0.2235
H: -1.6595 1.1132 -1.9865  0.2034
H: 2.3273 -0.9067 -1.0325  0.2339
H: 2.2346 -0.7137 0.7203  0.2228
H: -1.8505 -0.2743 -0.6989  0.2389
H: -2.0604 1.6126 -0.3169  0.2052
H: -0.8665 0.4119 1.8356  0.2210



Computed, not measured: C5H10O in the gas phase, with wB97M-V/def2-TZVPD.

DFT total energy	-7393.8416	eV
SMILES	C[C@H]1OC1(C)C

Last column: natural (NBO) charge in e.
Cartesian coordinates (Å):
O: -0.2168 0.6844 -1.2855  -0.5019
C: 1.6810 -0.7629 -0.6797  -0.6253
C: -0.8616 -0.3645 -0.5693  0.0655
C: 0.4991 0.0635 -0.2143  0.2056
C: -2.1080 -0.0128 0.1995  -0.6365
C: 0.7638 0.9269 0.9990  -0.6313
H: -1.9982 0.9328 0.7354  0.2159
H: -2.9553 0.0874 -0.4870  0.2200
H: 1.7299 1.4360 0.9057  0.2164
H: 1.3613 -1.6031 -1.3033  0.2147
H: 2.2526 -1.1582 0.1674  0.2117
H: 0.7958 0.3097 1.9045  0.2145
H: -2.3480 -0.8005 0.9227  0.2149
H: -0.0088 1.6887 1.1233  0.2223
H: -0.9364 -1.2940 -1.1414  0.1724
H: 2.3496 -0.1335 -1.2771  0.2212



Computed, not measured: C5H10O in the gas phase, with wB97M-V/def2-TZVPD.

DFT total energy	-7393.2729	eV
SMILES	CCOC1CC1

Last column: natural (NBO) charge in e.
Cartesian coordinates (Å):
O: 0.6198 -0.4208 -0.8870  -0.5175
C: -1.8285 -0.2823 -1.1407  -0.6432
C: -0.6114 -1.1076 -0.7452  -0.0600
C: 0.7089 0.6384 0.0122  0.0738
C: 0.7056 0.3393 1.4840  -0.4610
C: 1.9660 0.7968 0.7952  -0.4288
H: 0.1724 1.0124 2.1475  0.2163
H: 0.6782 -0.7034 1.7884  0.2194
H: -1.9487 0.5862 -0.4832  0.2064
H: -2.7305 -0.8969 -1.0473  0.2144
H: 0.2004 1.5468 -0.3142  0.1799
H: -0.7118 -1.4209 0.3023  0.1619
H: 2.3303 1.8014 0.9882  0.2145
H: -0.5296 -2.0067 -1.3616  0.1858
H: 2.7293 0.0419 0.6343  0.2263
H: -1.7504 0.0753 -2.1729  0.2119



HOMO (eV)
-8.4, -10.0, -9.7
Energy relative to the best compared isomer or geometry (same formula, charge and spin) (kJ/mol)
376.43, 89.13, 143.99